[1]
{
  "formula": "C35H52BrIrN3OP2",
  "method": "ωB97M-V with the def2-TZVPD basis set",
  "species": ["C", "C", "C", "C", "N", "C", "C", "C", "C", "C", "C", "C", "C", "C", "Ir", "P", "H", "H", "H", "H", "H", "H", "H", "H", "C", "C", "H", "H", "H", "H", "H", "C", "C", "H", "H", "H", "H", "H", "C", "C", "H", "H", "H", "H", "H", "Br", "P", "C", "C", "H", "H", "H", "H", "H", "C", "C", "H", "H", "H", "H", "H", "C", "C", "H", "H", "H", "H", "H", "C", "C", "N", "C", "C", "C", "O", "C", "C", "C", "C", "N", "C", "H", "H", "H", "H", "H", "H", "H", "H", "H", "H", "H", "H", "H", "H"],
  "positions_angstrom": [[6.000, -7.370, -1.299], [6.296, -6.032, -1.002], [7.656, -5.671, -0.961], [8.636, -6.652, -1.148], [8.330, -7.926, -1.390], [7.049, -8.284, -1.474], [5.261, -5.064, -0.741], [4.603, -4.121, -0.332], [3.803, -2.985, -0.271], [2.988, -2.809, -1.391], [2.140, -1.696, -1.438], [2.168, -0.821, -0.318], [2.939, -1.021, 0.820], [3.839, -2.078, 0.795], [0.309, -0.646, -0.657], [0.671, 0.926, -2.227], [7.942, -4.642, -0.776], [4.973, -7.704, -1.383], [9.694, -6.388, -1.101], [6.838, -9.333, -1.688], [4.537, -2.222, 1.614], [3.004, -3.545, -2.202], [2.773, -0.370, 1.673], [1.544, -1.599, -2.364], [-0.243, 2.498, -1.984], [0.281, 3.747, -2.699], [-0.266, 2.649, -0.893], [-1.278, 2.283, -2.292], [-0.406, 4.581, -2.501], [1.269, 4.053, -2.334], [0.336, 3.622, -3.788], [2.448, 1.348, -2.437], [3.232, 0.612, -3.518], [2.887, 1.097, -1.462], [2.531, 2.439, -2.553], [4.297, 0.858, -3.404], [3.146, -0.476, -3.408], [2.933, 0.888, -4.538], [0.136, 0.255, -3.845], [-0.028, 1.270, -4.971], [-0.814, -0.260, -3.649], [0.869, -0.515, -4.123], [-0.322, 0.727, -5.877], [-0.816, 1.998, -4.752], [0.899, 1.811, -5.202], [0.302, 1.043, 1.240], [4.165, 2.656, 1.819], [3.581, 3.083, 0.153], [4.017, 4.520, -0.160], [2.489, 2.943, 0.132], [4.050, 2.383, -0.556], [4.089, 4.678, -1.241], [3.314, 5.255, 0.247], [5.005, 4.725, 0.275], [2.781, 2.647, 2.995], [3.222, 3.114, 4.387], [2.374, 1.628, 3.005], [2.010, 3.316, 2.587], [2.349, 3.258, 5.029], [3.875, 2.379, 4.868], [3.765, 4.066, 4.336], [4.936, 0.999, 1.723], [6.466, 1.116, 1.772], [4.624, 0.553, 0.766], [4.550, 0.381, 2.553], [6.912, 0.131, 1.960], [6.841, 1.487, 0.808], [6.779, 1.812, 2.564], [-6.910, -0.304, 3.496], [-7.256, -0.372, 2.019], [-6.267, -1.076, 1.180], [-6.567, -2.505, 0.969], [-7.697, -2.707, -0.033], [-5.052, -0.453, 0.986], [-4.820, 0.631, 1.531], [-4.030, -1.034, 0.045], [-4.368, -1.843, -1.041], [-3.356, -2.277, -1.881], [-2.047, -1.859, -1.673], [-1.719, -1.049, -0.650], [-2.695, -0.609, 0.192], [-6.743, -1.312, 3.898], [-7.748, 0.155, 4.033], [-6.017, 0.311, 3.649], [-8.197, -0.919, 1.879], [-7.361, 0.645, 1.618], [-5.662, -3.028, 0.643], [-6.873, -2.927, 1.941], [-7.532, -2.117, -0.941], [-7.751, -3.762, -0.319], [-8.664, -2.417, 0.392], [-5.400, -2.122, -1.207], [-3.545, -2.919, -2.727], [-1.202, -2.158, -2.299], [-2.381, 0.077, 0.981]],
  "forces_ev_per_angstrom": [[0.7, 0.2, 0.1], [0.2, -0.5, -0.2], [-0.4, -0.6, 0.0], [1.7, 0.0, 0.0], [-3.2, 2.9, 0.5], [0.1, -1.7, -0.4], [0.1, 0.9, 1.0], [2.1, -2.4, -1.1], [-0.7, 0.7, -0.3], [-0.7, -0.1, 0.3], [1.9, -1.3, -0.2], [0.2, -0.7, -1.0], [-0.1, 0.0, -0.7], [-0.3, 0.2, 0.3], [-1.3, 1.7, 2.5], [0.2, 0.7, -1.5], [0.2, -0.2, 0.0], [0.2, -0.2, 0.0], [-0.1, 0.0, 0.0], [0.0, 0.2, 0.0], [-0.2, -0.2, 0.0], [0.1, 0.3, 0.3], [0.2, -0.3, -0.1], [0.7, 0.2, 0.4], [-0.2, -0.2, 0.5], [0.0, 0.2, -0.2], [-0.1, 0.1, -0.4], [0.2, 0.0, 0.1], [0.2, -0.2, 0.0], [-0.2, -0.1, -0.1], [0.0, 0.1, 0.4], [0.1, 0.1, 0.5], [0.2, -0.1, -0.3], [-0.1, 0.2, -0.4], [0.0, -0.3, -0.1], [-0.3, 0.0, -0.1], [0.1, 0.3, -0.1], [0.1, -0.1, 0.3], [0.0, -0.1, 0.3], [-0.1, 0.0, -0.4], [0.1, 0.1, -0.2], [-0.1, 0.1, 0.0], [0.1, 0.2, 0.1], [0.2, -0.2, -0.1], [-0.2, -0.1, 0.1], [-0.3, -0.3, 0.4], [-1.2, -1.4, -0.5], [0.4, 0.3, 0.0], [0.0, 0.5, -0.2], [0.3, 0.0, 0.0], [-0.1, 0.2, 0.4], [-0.1, 0.0, 0.2], [0.2, -0.1, -0.1], [-0.2, 0.1, -0.3], [0.2, 0.7, 0.3], [0.1, 0.0, 0.3], [0.1, 0.1, 0.0], [0.2, -0.1, 0.0], [0.2, -0.1, -0.1], [-0.1, 0.1, -0.1], [-0.2, -0.2, 0.0], [0.5, 0.2, 0.3], [0.3, 0.0, 0.0], [0.1, 0.3, 0.4], [0.2, 0.4, -0.2], [-0.1, 0.3, 0.0], [0.0, 0.0, 0.3], [0.1, -0.4, -0.2], [0.6, -0.2, 0.7], [-0.7, 0.3, -1.2], [-1.5, -0.6, 1.8], [0.7, -0.3, 0.1], [-0.5, 0.2, -0.4], [2.0, 1.9, -0.5], [-0.7, -1.6, -0.5], [0.5, 0.2, 0.0], [0.4, 0.1, 0.3], [0.5, -0.1, -0.4], [-0.8, -0.2, 0.4], [-2.2, 0.4, -0.1], [0.2, -0.6, -0.4], [-0.1, 0.3, 0.0], [0.1, -0.2, -0.2], [-0.2, -0.2, 0.0], [0.2, 0.2, 0.0], [0.1, -0.2, 0.1], [-0.2, 0.2, 0.2], [0.1, 0.3, -0.1], [-0.1, -0.1, 0.1], [0.1, 0.2, 0.2], [0.2, -0.1, -0.2], [0.2, 0.0, -0.3], [-0.2, -0.1, -0.1], [-0.5, -0.1, 0.0], [-0.1, -0.2, -0.2]],
  "mulliken_spin": [0.091, -0.038, 0.089, 0.005, 0.797, 0.004, 0.029, -0.016, -0.014, 0.046, 0.064, 0.094, -0.024, 0.042, 1.456, 0.055, 0.009, 0.009, 0.024, 0.024, 0.002, 0.005, -0.009, 0.001, 0.007, 0.007, -0.004, 0.003, 0.000, 0.000, 0.000, -0.018, 0.010, 0.024, 0.000, 0.000, -0.002, -0.001, -0.002, 0.009, -0.009, -0.003, 0.002, 0.000, -0.001, 0.280, 0.609, 0.068, 0.027, 0.024, -0.003, 0.005, -0.001, -0.006, 0.090, 0.019, 0.033, -0.005, 0.002, -0.001, -0.003, 0.070, 0.028, 0.031, -0.004, 0.001, -0.002, -0.002, 0.089, -0.018, 0.621, -0.008, 0.074, -0.050, 0.320, -0.052, 0.009, 0.001, 0.003, -0.010, -0.018, -0.003, -0.002, 0.002, 0.008, 0.024, 0.007, 0.016, -0.003, -0.001, -0.001, -0.009, -0.001, -0.026, 0.001],
  "energy_ev": -135071.2840,
  "e_homo_ev": [-16.396, -17.523],
  "s_squared": 8.79,
  "e_lumo_ev": [-9.87, -13.06],
  "multiplicity": 6,
  "total_charge": 4
}

***

[2]
{
  "formula": "C28H16CrN7Se",
  "method": "ωB97M-V with the def2-TZVPD basis set",
  "species": ["Cr", "Se", "N", "C", "C", "C", "C", "C", "N", "C", "C", "N", "C", "C", "C", "C", "C", "N", "H", "H", "H", "H", "H", "H", "N", "C", "C", "C", "C", "C", "C", "C", "C", "C", "C", "C", "C", "N", "C", "C", "C", "C", "N", "H", "H", "H", "H", "H", "H", "H", "H", "H", "H"],
  "positions_angstrom": [[0.132, -0.129, 0.256], [0.063, -7.742, -0.629], [1.351, -6.575, -0.238], [0.814, -5.388, -0.288], [1.546, -4.161, 0.016], [2.887, -4.154, 0.404], [3.493, -2.954, 0.704], [2.740, -1.787, 0.639], [1.463, -1.780, 0.270], [0.873, -2.947, -0.064], [-0.528, -2.883, -0.509], [-1.066, -1.655, -0.651], [-2.342, -1.548, -1.005], [-3.145, -2.660, -1.246], [-2.594, -3.916, -1.137], [-1.252, -4.040, -0.766], [-0.575, -5.329, -0.653], [-1.157, -6.471, -0.898], [3.423, -5.092, 0.465], [4.530, -2.905, 1.003], [3.170, -0.831, 0.909], [-2.726, -0.541, -1.111], [-4.179, -2.520, -1.528], [-3.172, -4.809, -1.333], [-5.391, 6.182, 6.187], [-4.748, 5.497, 5.527], [-3.942, 4.637, 4.701], [-4.444, 3.409, 4.281], [-3.664, 2.584, 3.488], [-2.387, 2.981, 3.109], [-1.890, 4.210, 3.531], [-2.662, 5.038, 4.326], [-1.549, 2.088, 2.256], [-0.899, 1.035, 2.897], [-0.993, 0.690, 4.270], [-0.148, -0.375, 4.484], [0.453, -0.645, 3.241], [0.024, 0.182, 2.288], [-1.486, 2.397, 0.893], [-1.981, 3.558, 0.255], [-1.627, 3.478, -1.076], [-0.946, 2.260, -1.223], [-0.848, 1.607, -0.059], [-5.440, 3.106, 4.576], [-4.051, 1.628, 3.160], [-0.893, 4.516, 3.241], [-2.280, 5.992, 4.660], [-1.615, 1.188, 4.996], [0.043, -0.892, 5.409], [1.201, -1.396, 3.029], [-2.529, 4.350, 0.739], [-1.833, 4.189, -1.858], [-0.554, 1.835, -2.137]],
  "forces_ev_per_angstrom": [[-0.1, 0.1, 0.4], [0.0, 0.2, -0.2], [-0.1, -0.1, 0.1], [0.1, 0.1, 0.0], [0.1, -0.1, 0.0], [0.0, 0.0, 0.0], [0.0, 0.1, 0.0], [0.0, 0.0, 0.0], [-0.1, 0.0, 0.0], [-0.1, 0.0, -0.1], [0.1, 0.0, 0.0], [0.1, 0.0, -0.1], [0.0, 0.0, -0.1], [0.0, 0.1, 0.0], [0.0, 0.0, 0.0], [-0.1, -0.1, -0.1], [0.0, 0.1, -0.1], [0.0, -0.1, 0.2], [0.0, 0.0, 0.0], [0.0, 0.0, 0.0], [0.0, 0.0, 0.0], [0.0, 0.0, 0.0], [0.0, 0.0, 0.0], [0.0, 0.0, 0.0], [0.0, 0.0, 0.0], [0.0, 0.0, 0.0], [0.0, 0.0, 0.0], [0.0, 0.0, 0.0], [0.0, 0.0, 0.0], [0.0, 0.0, 0.0], [0.0, 0.0, 0.0], [0.0, 0.0, 0.0], [-0.1, 0.0, 0.0], [0.1, 0.0, 0.0], [0.0, 0.0, 0.0], [0.0, 0.0, 0.0], [0.1, 0.0, 0.1], [0.0, 0.0, -0.2], [0.1, 0.0, 0.0], [-0.1, 0.0, 0.0], [0.0, 0.0, 0.0], [-0.1, 0.0, 0.0], [0.0, -0.2, 0.0], [0.0, 0.0, 0.0], [0.0, 0.0, 0.0], [0.0, 0.0, 0.0], [0.0, 0.0, 0.0], [0.0, 0.0, 0.0], [0.0, 0.0, 0.0], [0.0, 0.0, 0.0], [0.0, 0.0, 0.0], [0.0, 0.0, 0.0], [0.0, 0.0, 0.0]],
  "mulliken_spin": [3.928, -0.002, -0.001, -0.001, -0.014, 0.014, 0.009, 0.030, -0.058, 0.027, -0.045, 0.061, 0.032, -0.003, 0.019, -0.014, -0.001, -0.001, 0.001, 0.001, -0.003, -0.014, -0.001, 0.001, 0.000, 0.000, 0.000, 0.000, 0.001, -0.003, -0.001, -0.001, 0.094, 0.013, 0.025, 0.001, 0.045, -0.084, -0.021, 0.041, -0.006, 0.068, -0.122, 0.000, 0.000, 0.000, 0.000, 0.000, 0.000, -0.007, 0.002, -0.001, -0.008],
  "energy_ev": -133490.0882,
  "e_homo_ev": [-10.464, -10.434],
  "s_squared": 6.02,
  "e_lumo_ev": [-3.96, -4.03],
  "multiplicity": 5,
  "total_charge": 1
}

***

[3]
{
  "formula": "C4H8N2S",
  "method": "ωB97M-V with the def2-TZVPD basis set",
  "species": ["C", "C", "C", "C", "H", "H", "H", "H", "H", "H", "H", "H", "N", "N", "S"],
  "positions_angstrom": [[2.263, -0.843, -0.201], [0.780, -0.493, 0.010], [0.456, 1.027, 0.139], [-2.441, -0.108, 0.405], [2.843, -0.136, -0.931], [1.975, -1.968, -0.736], [2.697, -1.053, 1.027], [0.006, -0.850, -0.765], [0.601, -0.844, 0.989], [1.512, 1.886, -0.032], [-2.464, 1.610, -0.658], [-1.716, -0.536, 1.062], [-0.669, 1.749, -0.090], [-1.928, 1.066, -0.066], [-3.915, -0.507, -0.152]],
  "forces_ev_per_angstrom": [[-0.6, -2.9, 0.5], [-1.3, 2.7, -0.6], [0.5, 4.5, -2.8], [0.8, 2.2, -1.4], [-0.9, -1.5, 1.7], [2.1, 2.9, 1.5], [-0.6, 0.8, -4.3], [1.3, 0.1, 1.2], [-1.0, -1.1, 0.9], [-3.3, -2.9, 0.8], [-1.9, 0.8, -1.1], [-0.1, -1.0, 0.7], [3.0, -3.7, 2.0], [2.4, 0.0, 0.4], [-0.3, -0.9, 0.6]],
  "nbo_charge": [-0.619, -0.520, 0.096, -0.106, 0.239, 0.233, 0.229, 0.238, 0.227, 0.189, 0.395, 0.195, -0.256, -0.427, -0.111],
  "energy_ev": -18088.2660,
  "e_homo_ev": -8.539,
  "e_lumo_ev": -0.02
}